Density functional theory data (ωB97M-V/def2-TZVPD) for a cluster of 4 separate species, CH8O5 in total at a distorted geometry.

Results
highest occupied orbital energy	-10.78	eV
frontier orbital gap	11.391	eV
SMILES	O=CO.O.O.O

Atoms and positions in Å:
O -0.210 2.515 1.882
C 0.648 1.738 2.086
O 0.255 0.392 2.425
H 1.716 1.995 2.299
H 0.323 -0.382 1.845
O -0.800 -3.050 1.710
H -0.427 -3.694 2.323
H -1.715 -2.897 1.899
O 1.519 -0.983 -2.065
H 1.349 -0.463 -2.832
H 1.124 -1.840 -2.329
O -1.252 1.798 -3.039
H -0.555 2.372 -2.759
H -1.974 2.499 -3.443

Force components x, y, z for each atom (eV/Å):
O -0.07 0.96 -0.50
C -0.50 -2.54 1.12
O 0.70 1.38 0.13
H -0.58 -0.51 -0.45
H 0.41 0.60 -0.33
O 1.15 0.08 -0.47
H -0.46 0.16 0.02
H -0.64 -0.13 0.45
O -0.22 -1.47 0.41
H -0.16 0.94 -0.87
H 0.35 0.56 0.50
O -3.49 2.19 -1.94
H 0.72 0.57 0.36
H 2.79 -2.77 1.58

=====

Density functional theory data (ωB97M-V/def2-TZVPD) for a cluster of 4 separate species, C68H74NO13P in total at a distorted geometry.

Results
highest occupied orbital energy	-9.43	eV
frontier orbital gap	8.334	eV
SMILES	CCOP(=O)(CC[C@@]1(CCCCOC(C)=O)C[C@H](CCCCCCCCCOC)NC1=O)OCC.O=C1c2ccccc2C(=O)c2ccccc21.O=C1c2ccccc2C(=O)c2ccccc21.O=C1c2ccccc2C(=O)c2ccccc21

Atoms and positions in Å:
C 4.442 2.981 5.234
C 3.579 2.673 4.027
O 4.337 2.156 2.922
P 4.703 0.609 2.956
O 5.699 0.274 3.985
C 5.282 0.193 1.316
C 4.148 -0.015 0.287
C 3.891 -1.493 -0.083
C 5.093 -2.443 -0.057
C 5.257 -3.284 1.213
C 4.343 -4.509 1.315
C 4.985 -5.687 2.018
O 5.683 -6.532 1.105
C 5.053 -7.697 0.774
C 4.551 -8.579 1.884
O 4.952 -8.038 -0.406
C 2.562 -1.973 0.490
C 1.445 -1.299 -0.354
C 0.280 -2.310 -0.384
C -1.050 -1.690 -0.801
C -1.759 -1.062 0.416
C -2.629 0.109 0.013
C -3.349 0.787 1.185
C -2.380 1.665 1.991
C -2.546 1.602 3.509
C -2.145 0.269 4.119
C -2.693 0.133 5.548
O -1.724 -0.276 6.486
C -1.419 -1.642 6.401
N 2.085 -1.305 -1.704
C 3.490 -1.382 -1.577
O 4.234 -1.314 -2.534
O 3.331 -0.216 3.112
C 3.157 -0.886 4.391
C 1.814 -1.577 4.342
H 5.346 3.482 4.913
H 4.686 2.060 5.749
H 3.907 3.632 5.918
H 2.758 2.014 4.298
H 3.116 3.587 3.673
H 5.960 -0.642 1.422
H 5.887 1.043 1.009
H 4.376 0.571 -0.597
H 3.231 0.405 0.689
H 4.992 -3.132 -0.891
H 6.009 -1.897 -0.249
H 5.152 -2.663 2.101
H 6.289 -3.630 1.232
H 3.957 -4.776 0.335
H 3.472 -4.231 1.906
H 5.714 -5.320 2.737
H 4.233 -6.217 2.596
H 4.879 -8.294 2.878
H 3.467 -8.591 1.872
H 4.871 -9.596 1.703
H 2.444 -3.019 0.237
H 2.504 -1.783 1.554
H 1.139 -0.310 -0.036
H 0.193 -2.748 0.608
H 0.557 -3.105 -1.067
H -0.938 -0.951 -1.588
H -1.682 -2.486 -1.190
H -0.965 -0.730 1.085
H -2.314 -1.821 0.961
H -3.358 -0.185 -0.740
H -1.994 0.855 -0.466
H -3.816 0.017 1.793
H -4.131 1.429 0.793
H -2.488 2.702 1.688
H -1.357 1.363 1.770
H -1.978 2.415 3.956
H -3.599 1.767 3.737
H -1.067 0.127 4.128
H -2.554 -0.520 3.490
H -3.525 -0.573 5.548
H -3.092 1.092 5.859
H -2.266 -2.234 6.058
H -0.599 -1.825 5.700
H -1.111 -2.019 7.371
H 1.930 -0.375 -2.086
H 3.200 -0.152 5.185
H 3.925 -1.637 4.522
H 1.675 -2.076 5.295
H 1.011 -0.882 4.137
H 1.860 -2.345 3.576
O 0.604 -0.906 -7.885
C 0.086 -1.930 -7.486
C 0.595 -2.625 -6.272
C 1.669 -2.080 -5.578
C 2.134 -2.687 -4.424
C 1.522 -3.852 -3.968
C 0.465 -4.413 -4.662
C -0.003 -3.804 -5.819
C -1.133 -4.424 -6.561
O -1.621 -5.474 -6.197
C -1.658 -3.715 -7.763
C -2.737 -4.255 -8.448
C -3.258 -3.596 -9.548
C -2.702 -2.392 -9.968
C -1.619 -1.854 -9.295
C -1.089 -2.514 -8.193
H 2.135 -1.175 -5.943
H 2.953 -2.268 -3.853
H 1.877 -4.326 -3.061
H -0.005 -5.321 -4.310
H -3.167 -5.189 -8.114
H -4.101 -4.016 -10.079
H -3.117 -1.873 -10.822
H -1.188 -0.919 -9.624
O -4.448 4.995 -9.785
C -4.805 4.002 -9.186
C -6.253 3.694 -9.010
C -7.199 4.549 -9.561
C -8.546 4.261 -9.436
C -8.956 3.116 -8.760
C -8.019 2.268 -8.197
C -6.665 2.555 -8.315
C -5.670 1.639 -7.687
O -6.031 0.679 -7.040
C -4.223 1.936 -7.882
C -3.277 1.078 -7.337
C -1.928 1.321 -7.531
C -1.518 2.423 -8.274
C -2.456 3.289 -8.809
C -3.811 3.053 -8.613
H -6.873 5.434 -10.088
H -9.281 4.926 -9.869
H -10.010 2.887 -8.673
H -8.331 1.380 -7.666
H -3.602 0.218 -6.766
H -1.192 0.650 -7.112
H -0.463 2.604 -8.433
H -2.143 4.150 -9.384
O -1.390 4.542 5.651
C -0.898 4.799 6.731
C -1.014 6.162 7.322
C -1.716 7.141 6.631
C -1.862 8.403 7.180
C -1.307 8.693 8.423
C -0.594 7.725 9.109
C -0.440 6.458 8.560
C 0.346 5.435 9.307
O 0.887 5.709 10.357
C 0.444 4.066 8.727
C 1.142 3.084 9.418
C 1.218 1.800 8.905
C 0.595 1.493 7.700
C -0.091 2.470 7.003
C -0.166 3.759 7.507
H -2.148 6.909 5.668
H -2.412 9.164 6.643
H -1.431 9.677 8.855
H -0.157 7.945 10.072
H 1.619 3.330 10.356
H 1.760 1.035 9.446
H 0.643 0.492 7.300
H -0.572 2.231 6.065

Force components x, y, z for each atom (eV/Å):
C -0.17 -0.27 -0.19
C -0.18 0.78 0.35
O -0.55 -0.45 -0.33
P 1.25 -0.53 0.12
O -0.16 -0.13 0.31
C -0.76 0.94 -0.24
C 0.61 -0.10 0.56
C -0.42 0.04 -1.90
C -0.32 -0.28 0.71
C 0.42 0.04 -0.26
C -0.25 0.57 0.33
C 0.07 0.31 0.34
O -0.44 -0.50 -0.26
C -0.03 -0.66 -2.65
C -0.10 0.10 0.30
O 0.43 0.86 2.61
C 0.22 0.50 -0.16
C 0.79 -2.42 -0.24
C -0.21 1.00 -0.12
C -0.38 -0.63 0.78
C 0.54 0.15 -0.64
C -0.40 0.27 0.28
C 0.57 0.18 -0.31
C -0.01 -0.31 0.49
C -0.08 -0.06 -0.42
C -0.40 0.00 0.01
C 0.14 -0.09 -0.53
O -0.19 0.07 0.40
C 0.31 -0.26 -0.34
N 0.10 1.94 0.97
C 0.05 0.10 -0.10
O -0.24 0.04 0.73
O 0.23 0.24 0.44
C -0.78 -0.09 -0.50
C 0.63 -0.06 0.03
H 0.24 0.04 0.03
H 0.32 -0.09 0.15
H -0.17 0.10 0.09
H -0.06 -0.33 -0.13
H 0.00 0.14 -0.27
H 0.03 -0.22 0.08
H 0.21 0.09 0.00
H 0.18 -0.04 -0.20
H -0.20 0.07 0.01
H 0.03 -0.13 -0.19
H 0.10 0.22 -0.10
H -0.08 0.09 0.19
H 0.16 -0.11 -0.04
H 0.09 -0.34 -0.16
H -0.22 -0.01 0.05
H 0.18 0.02 0.09
H -0.05 -0.37 -0.12
H 0.11 0.16 0.03
H -0.22 0.03 -0.03
H 0.13 -0.16 -0.23
H 0.08 -0.39 0.39
H -0.27 -0.18 0.10
H 0.01 0.26 0.11
H -0.22 -0.10 0.18
H 0.21 -0.15 -0.13
H 0.20 0.11 -0.19
H -0.16 0.03 -0.26
H -0.02 0.23 0.31
H -0.18 -0.12 0.05
H -0.07 -0.24 -0.11
H 0.10 0.12 -0.16
H -0.13 -0.05 0.22
H -0.32 -0.02 -0.01
H 0.07 0.15 -0.20
H 0.23 0.06 -0.14
H -0.01 0.13 0.24
H -0.15 0.16 0.12
H 0.24 0.14 0.01
H 0.04 -0.26 -0.06
H -0.17 -0.11 0.12
H 0.14 0.20 0.33
H -0.25 -0.04 0.04
H 0.01 0.00 -0.09
H 0.02 0.12 0.26
H -0.32 -0.42 -0.99
H 0.14 0.09 0.24
H 0.43 0.10 0.08
H -0.27 -0.06 0.21
H -0.21 0.07 0.01
H -0.26 -0.10 -0.16
O -0.03 0.03 0.01
C 0.10 0.09 -0.06
C -0.08 -0.07 -0.02
C 0.12 0.07 0.10
C -0.10 -0.28 0.05
C 0.01 0.05 -0.07
C 0.07 -0.04 0.13
C -0.02 0.10 -0.09
C -0.05 -0.14 0.06
O -0.01 0.00 0.00
C 0.09 0.08 0.02
C -0.11 -0.02 -0.08
C 0.02 0.05 -0.01
C -0.03 -0.05 0.02
C -0.08 0.05 -0.11
C -0.02 -0.07 0.07
H -0.06 0.02 -0.07
H -0.04 0.02 -0.33
H 0.02 0.00 0.00
H -0.06 -0.02 -0.09
H 0.06 -0.01 0.09
H -0.01 0.00 -0.01
H 0.00 0.01 -0.01
H 0.11 0.00 0.08
O 0.00 0.01 -0.01
C 0.06 0.13 -0.07
C 0.04 -0.11 0.06
C -0.12 0.06 -0.05
C -0.01 -0.04 0.02
C 0.02 0.05 -0.02
C -0.14 0.01 0.00
C 0.10 0.07 -0.05
C -0.04 -0.13 0.08
O -0.01 -0.01 0.00
C -0.05 0.10 -0.07
C 0.12 -0.06 0.03
C -0.01 0.01 0.02
C -0.02 -0.03 0.02
C 0.14 -0.01 0.00
C -0.10 -0.07 0.03
H 0.10 -0.02 0.00
H -0.01 0.01 -0.01
H -0.01 0.00 0.01
H 0.09 -0.03 0.04
H -0.10 0.00 -0.02
H 0.04 0.01 -0.03
H 0.02 -0.01 0.00
H -0.09 0.05 -0.01
O 0.00 -0.01 -0.01
C -0.06 -0.02 -0.14
C 0.06 -0.05 0.09
C -0.06 0.11 -0.03
C 0.02 0.01 0.05
C -0.02 -0.02 -0.05
C -0.03 0.14 0.02
C -0.03 -0.10 -0.09
C 0.07 0.04 0.14
O 0.00 0.00 0.01
C -0.06 0.04 -0.09
C 0.04 -0.13 0.03
C -0.02 0.05 -0.06
C 0.14 0.03 0.09
C 0.03 -0.13 -0.10
C 0.03 0.11 0.10
H 0.02 -0.10 0.00
H -0.01 0.01 0.00
H 0.00 0.01 0.00
H 0.05 -0.09 0.01
H -0.03 0.10 0.01
H 0.00 0.00 0.00
H -0.04 -0.09 -0.01
H -0.04 0.06 -0.01

=====

Density functional theory data (ωB97M-V/def2-TZVPD) for an isolated molecule of C6H5Cl at a distorted geometry.

Results
highest occupied orbital energy	-8.81	eV
frontier orbital gap	8.845	eV
SMILES	C#C/C(Cl)=C/C=C

Atoms and positions in Å:
C -3.361 -0.696 0.104
C -2.150 -0.610 0.171
C -0.724 -0.481 0.383
Cl -0.069 -0.860 1.983
C 0.034 0.120 -0.562
C 1.415 0.675 -0.565
C 2.502 0.355 0.176
H -4.457 -0.894 0.102
H -0.557 0.413 -1.436
H 1.512 1.537 -1.275
H 2.504 -0.516 0.870
H 3.351 0.959 0.050

Force components x, y, z for each atom (eV/Å):
C 0.04 -0.42 0.19
C -0.90 -0.38 0.59
C 0.39 0.80 -0.32
Cl -0.53 -0.02 -0.79
C 0.00 0.26 0.16
C 0.23 0.24 0.22
C -2.41 -1.21 -0.14
H 1.70 0.45 -0.14
H 0.25 -0.23 0.14
H -0.06 -0.89 0.70
H 0.10 0.96 -0.61
H 1.18 0.45 0.01

=====

Density functional theory data (ωB97M-V/def2-TZVPD) for a structure of composition C24H24IN3O2SSn.

Results
total charge	+2
highest occupied orbital energy	-13.94	eV
frontier orbital gap	7.818	eV

Atoms and positions in Å:
Sn -0.420 -1.369 -0.037
O 3.133 -2.968 -1.189
S 2.043 -2.063 -1.290
O 0.677 -2.571 -1.640
N 1.662 -1.294 0.092
C 2.244 -1.565 1.355
C 3.570 -1.751 1.624
C 4.004 -1.954 2.955
C 3.124 -1.974 3.997
C 1.740 -1.821 3.744
C 0.749 -1.901 4.743
C -0.579 -1.798 4.416
C -0.928 -1.624 3.076
N -0.024 -1.520 2.116
C 1.310 -1.618 2.420
C 2.378 -0.778 -2.435
C 3.571 -0.077 -2.283
C 3.824 0.991 -3.124
C 2.899 1.340 -4.103
C 1.723 0.620 -4.254
C 1.449 -0.451 -3.413
H 4.295 -1.754 0.821
H 5.062 -2.087 3.138
H 3.465 -2.110 5.015
H 1.049 -2.066 5.771
H -1.355 -1.872 5.164
H -1.969 -1.589 2.775
H 4.292 -0.371 -1.530
H 4.749 1.544 -3.028
H 3.109 2.169 -4.766
H 1.024 0.879 -5.038
H 0.556 -1.046 -3.542
C -3.788 0.201 -1.995
N -4.289 0.844 -0.741
C -4.665 2.270 -0.994
C -3.338 0.648 0.439
C -2.020 1.350 0.273
C -1.972 2.712 0.564
C -0.832 3.462 0.322
C 0.279 2.853 -0.230
C 0.274 1.484 -0.469
C -0.858 0.710 -0.201
H -4.512 0.375 -2.787
H -3.668 -0.865 -1.821
H -2.836 0.660 -2.250
H -5.148 0.362 -0.472
H -3.778 2.814 -1.303
H -5.080 2.696 -0.085
H -5.408 2.285 -1.787
H -3.228 -0.432 0.527
H -3.879 1.014 1.311
H -2.844 3.198 0.987
H -0.820 4.518 0.560
H 1.169 3.430 -0.444
H 1.178 1.025 -0.846
I -2.363 -3.161 -0.108

Force components x, y, z for each atom (eV/Å):
Sn -0.03 -0.09 0.34
O -0.15 -0.07 0.14
S 0.06 -0.04 -0.30
O -0.07 0.36 -0.09
N 0.24 -0.27 0.18
C -0.09 0.16 -0.14
C 0.04 0.03 0.03
C 0.02 0.01 -0.06
C -0.04 0.03 -0.01
C 0.04 -0.02 0.02
C 0.02 0.02 0.04
C 0.00 0.00 -0.03
C 0.01 0.03 0.04
N 0.04 -0.13 0.17
C -0.13 -0.04 -0.06
C 0.06 0.03 0.02
C -0.03 -0.02 -0.02
C 0.01 0.01 -0.01
C 0.02 0.00 0.00
C 0.00 -0.02 0.00
C 0.06 -0.02 -0.03
H 0.00 0.02 0.01
H -0.01 -0.01 0.00
H 0.00 -0.03 -0.01
H 0.00 0.02 -0.01
H 0.00 0.00 -0.01
H 0.01 0.00 -0.01
H -0.01 0.01 -0.01
H -0.01 0.00 -0.01
H 0.00 0.00 0.01
H 0.00 0.00 0.00
H -0.01 0.02 0.02
C 0.00 0.06 0.07
N 0.08 0.02 -0.04
C -0.03 -0.07 0.03
C -0.04 -0.04 0.03
C 0.02 -0.05 -0.20
C -0.03 0.00 -0.03
C 0.00 0.03 0.00
C 0.04 0.02 -0.03
C -0.08 -0.03 0.08
C -0.05 0.22 -0.08
H 0.00 -0.02 0.00
H 0.03 -0.02 0.00
H 0.00 0.00 -0.02
H -0.01 -0.05 -0.03
H -0.01 0.01 -0.02
H 0.01 0.02 0.00
H -0.01 0.02 0.01
H -0.04 -0.01 0.03
H 0.01 0.04 0.00
H 0.02 -0.02 0.02
H 0.00 -0.01 0.00
H -0.01 -0.01 -0.01
H 0.03 -0.02 0.03
I -0.01 -0.07 -0.04

=====

Q: Which value of frontier orbital gap does entry 3 give?
A: 8.845 eV